Computed, not measured: a structure of composition C39H31Br4CrN2O4Sb2, with ωB97M-V/def2-TZVPD.

Last column: Löwdin charge in e.
Positions of all 83 atoms, in Å:
Cr: 1.10563 -0.10275 1.24664  0.763
Br: -0.77989 -4.19807 6.34112  0.735
C: -0.63757 -2.72777 5.17065  -0.760
C: -1.57301 -1.69917 5.20941  -0.761
Br: -3.00804 -1.74425 6.43120  0.721
C: -1.46329 -0.62436 4.31784  -0.648
Br: -2.68144 0.81655 4.29189  0.790
C: -0.43371 -0.58817 3.39372  -0.419
O: -0.25151 0.38328 2.49774  -0.264
C: 0.49074 -1.64581 3.33772  -0.415
O: 1.40820 -1.56396 2.37010  -0.222
C: 0.40165 -2.69620 4.23373  -0.646
Br: 1.66698 -4.07559 4.05726  0.821
O: 2.63355 0.92757 1.91824  -0.145
N: 3.65440 1.00600 1.15415  0.056
N: 3.49538 0.42745 0.04278  -0.181
O: 2.35565 -0.17905 -0.25422  -0.202
C: 4.51733 0.48800 -0.96175  -0.163
C: 5.76743 1.00308 -0.64720  -0.012
C: 6.72443 1.06605 -1.64505  -0.071
C: 6.43660 0.62058 -2.92927  -0.080
C: 5.18279 0.10612 -3.21767  -0.068
C: 4.20838 0.03462 -2.23195  -0.005
H: 5.97975 1.34188 0.35566  0.113
H: 7.70403 1.46266 -1.41457  0.108
H: 7.19247 0.67198 -3.70129  0.105
H: 4.95459 -0.24540 -4.21490  0.108
H: 3.22701 -0.36649 -2.43396  0.108
C: -2.94825 -0.97071 0.57557  -0.344
C: -3.48901 0.26863 -0.13341  -0.368
C: -2.69948 1.55614 0.12064  -0.372
Sb: -1.07545 1.84570 -1.27600  1.471
C: 0.37930 2.68435 0.05618  -0.440
C: 0.11731 3.06505 1.37229  -0.135
C: 1.05944 3.78189 2.09962  -0.064
C: 2.26360 4.14231 1.51673  -0.076
C: 2.53898 3.77267 0.20591  -0.093
C: 1.60715 3.04032 -0.51260  -0.161
C: -1.74937 3.73934 -2.01754  -0.396
C: -2.58845 3.73386 -3.13048  -0.153
C: -3.08967 4.92101 -3.64666  -0.095
C: -2.74440 6.13029 -3.06009  -0.094
C: -1.90150 6.14626 -1.95819  -0.086
C: -1.40711 4.95697 -1.43764  -0.115
Sb: -0.96557 -1.64431 0.13623  1.570
C: -1.11804 -3.49574 1.15288  -0.352
C: -0.40463 -4.59259 0.67707  -0.122
C: -0.45242 -5.80189 1.35488  -0.093
C: -1.20223 -5.91765 2.51713  -0.090
C: -1.90698 -4.82593 3.00098  -0.100
C: -1.86591 -3.61656 2.31984  -0.124
C: -1.18492 -2.35922 -1.84691  -0.381
C: -0.27804 -1.98778 -2.83396  -0.141
C: -0.41433 -2.47040 -4.12848  -0.085
C: -1.46304 -3.32292 -4.44237  -0.086
C: -2.37050 -3.69950 -3.46135  -0.082
C: -2.22877 -3.22296 -2.16598  -0.121
H: -3.58561 -1.83507 0.37886  0.064
H: -2.94510 -0.79851 1.65515  0.035
H: -4.51012 0.41432 0.23292  0.108
H: -3.58124 0.07154 -1.20707  0.088
H: -2.30577 1.56213 1.13905  0.019
H: -3.33998 2.42978 -0.00155  0.060
H: -0.81611 2.79656 1.84819  0.086
H: 0.84861 4.05486 3.12548  0.114
H: 2.99469 4.70189 2.08597  0.108
H: 3.48206 4.04615 -0.25156  0.107
H: 1.83337 2.75193 -1.53514  0.099
H: -2.85499 2.79654 -3.60878  0.087
H: -3.74349 4.90182 -4.50943  0.101
H: -3.12894 7.05839 -3.46301  0.101
H: -1.62802 7.08799 -1.49895  0.103
H: -0.75240 4.98732 -0.57422  0.091
H: 0.19257 -4.51090 -0.22464  0.103
H: 0.10664 -6.65090 0.98283  0.105
H: -1.22762 -6.85712 3.05403  0.108
H: -2.47603 -4.90647 3.91853  0.092
H: -2.39991 -2.76412 2.72522  0.097
H: 0.53373 -1.30920 -2.59522  0.079
H: 0.29541 -2.17915 -4.89232  0.103
H: -1.57274 -3.69741 -5.45199  0.103
H: -3.18567 -4.36905 -3.70408  0.104
H: -2.92952 -3.53872 -1.40056  0.101

Cartesian forces (eV/Å) of the 2 atoms listed first:
-0.039 0.071 0.107
0.040 0.021 0.066

Results
E_LUMO (alpha / beta) in eV: -0.24 / -0.41
HOMO level (alpha / beta) in eV: -7.5 / -7.7
Spin multiplicity: 4
Gap between HOMO and LUMO (alpha / beta) in eV: 7.29 / 7.30
⟨S²⟩: 3.782

Computed, not measured: a structure of composition C39H31P2PtS2, with ωB97M-V/def2-TZVPD.

Last column: Löwdin charge in e.
Positions of all 75 atoms, in Å:
Pt: -0.04161 -0.59710 0.15402  0.649
S: 3.38746 1.29266 0.80319  0.284
P: 3.19961 -0.65403 0.83399  0.356
C: 1.61038 -1.32984 1.07505  -0.722
P: 1.14564 -2.97965 1.20879  0.441
S: -0.68561 -2.93850 0.32781  0.202
C: 2.14674 -4.28205 0.38899  -0.324
C: 3.18980 -4.92939 1.04858  -0.108
C: 3.98115 -5.85457 0.37865  -0.084
C: 3.73008 -6.14963 -0.95361  -0.092
C: 2.67655 -5.52689 -1.61031  -0.085
C: 1.88702 -4.60153 -0.94174  -0.117
C: 1.10310 -3.58326 2.92475  -0.332
C: 1.37532 -2.70102 3.96237  -0.070
C: 1.34124 -3.14466 5.27995  -0.076
C: 1.01879 -4.46501 5.55869  -0.097
C: 0.72855 -5.34643 4.52309  -0.090
C: 0.77289 -4.90833 3.20751  -0.094
C: 4.02707 -1.32544 -0.65920  -0.341
C: 5.41612 -1.33371 -0.78053  -0.103
C: 6.01577 -1.76617 -1.95459  -0.093
C: 5.23193 -2.17202 -3.02958  -0.104
C: 3.84886 -2.13949 -2.92405  -0.090
C: 3.24912 -1.72152 -1.74127  -0.096
C: 4.19721 -1.33860 2.22358  -0.327
C: 4.14533 -0.64265 3.43432  -0.118
C: 4.78111 -1.13796 4.56360  -0.091
C: 5.48982 -2.33303 4.49729  -0.101
C: 5.56653 -3.01761 3.29506  -0.090
C: 4.92392 -2.52188 2.16355  -0.109
H: 3.37802 -4.71890 2.09331  0.096
H: 4.79226 -6.34820 0.90176  0.100
H: 4.34934 -6.86855 -1.47709  0.096
H: 2.47073 -5.75933 -2.64837  0.100
H: 1.06106 -4.11518 -1.44522  0.068
H: 1.60873 -1.67220 3.71946  0.084
H: 1.56541 -2.45588 6.08533  0.101
H: 0.98893 -4.81132 6.58538  0.095
H: 0.47019 -6.37563 4.74201  0.097
H: 0.55359 -5.59374 2.39695  0.111
H: 6.02794 -0.98454 0.04326  0.107
H: 7.09647 -1.77633 -2.03587  0.095
H: 5.70079 -2.50497 -3.94833  0.092
H: 3.23188 -2.44408 -3.76179  0.100
H: 2.16858 -1.69204 -1.64771  0.079
H: 3.60739 0.29867 3.46642  0.076
H: 4.72876 -0.58939 5.49676  0.098
H: 5.98698 -2.72102 5.37850  0.094
H: 6.12913 -3.94218 3.23201  0.098
H: 4.99622 -3.06033 1.22793  0.089
C: 0.75136 6.47874 -1.00424  -0.119
C: 0.18489 5.76255 -2.05100  -0.111
C: 0.03024 4.38805 -1.95033  -0.055
C: 0.41369 3.68949 -0.79984  -0.224
C: 1.00843 4.42236 0.23294  -0.035
C: 1.17043 5.79669 0.13055  -0.089
C: 0.28067 2.22037 -0.75830  -0.146
C: 0.07877 1.41825 0.30026  -0.341
C: -0.24520 1.93832 1.65829  -0.281
C: -1.27931 2.85904 1.84284  -0.059
C: -1.60072 3.34584 3.10444  -0.103
C: -0.89440 2.92191 4.21831  -0.119
C: 0.12481 1.98772 4.05655  -0.092
C: 0.43340 1.49077 2.79954  -0.072
H: 0.88073 7.55140 -1.07873  0.088
H: -0.13104 6.27531 -2.95231  0.090
H: -0.40046 3.83128 -2.77626  0.105
H: 1.37046 3.90106 1.10879  0.105
H: 1.64073 6.33773 0.94360  0.097
H: 0.42643 1.74786 -1.72448  0.081
H: -1.83222 3.20016 0.97427  0.114
H: -2.40730 4.06249 3.21593  0.092
H: -1.14261 3.30182 5.20272  0.087
H: 0.67460 1.63474 4.92294  0.093
H: 1.20620 0.74792 2.67116  0.042

Cartesian forces (eV/Å) of the 2 atoms listed first:
-0.434 0.278 0.215
0.080 0.164 -0.007

Results
E_LUMO in eV: 2.46
HOMO level in eV: -4.1
Spin multiplicity: 1
Gap between HOMO and LUMO in eV: 6.61
ΔE to the lowest compared entry with this formula, charge and spin in eV: 0.674
Total charge: -1

Computed, not measured: a structure of composition C39H32AuFN5O5P2 in a non-equilibrium geometry, with ωB97M-V/def2-TZVPD.

Last column: Löwdin charge in e.
Positions of all 85 atoms, in Å:
Au: -0.32670 -0.14610 -0.19300  1.031
N: 1.85950 1.71720 0.17740  -0.321
P: 2.17050 0.07110 -0.10170  1.021
C: 3.91220 0.08240 0.44550  -0.299
C: 4.99010 0.02490 -0.43280  -0.066
C: 6.27190 0.21730 0.05510  -0.053
C: 6.48950 0.45890 1.40180  -0.044
C: 5.41420 0.50210 2.27620  -0.045
C: 4.13020 0.30800 1.80370  -0.085
C: 2.19770 -0.01270 -1.93840  -0.356
C: 2.91730 -0.98250 -2.62870  -0.116
C: 2.88560 -1.01740 -4.01330  -0.058
C: 2.08410 -0.13480 -4.71820  -0.055
C: 1.28580 0.76740 -4.03300  -0.051
C: 1.34730 0.82520 -2.65410  -0.136
P: 0.22830 2.09150 0.37080  0.947
C: 0.18350 3.84370 -0.12270  -0.304
C: -0.35560 4.81310 0.72070  -0.060
C: -0.36960 6.13700 0.32200  -0.050
C: 0.11640 6.49990 -0.92280  -0.049
C: 0.64570 5.53630 -1.76480  -0.059
C: 0.68270 4.21490 -1.36880  -0.087
C: -0.20480 2.17960 2.12070  -0.395
C: 0.63820 2.73480 3.07710  -0.084
C: 0.17380 2.89870 4.37040  -0.059
C: -1.11380 2.49760 4.70140  -0.066
C: -1.94260 1.92000 3.75130  -0.040
C: -1.48830 1.75800 2.45520  -0.097
H: 2.60310 2.34440 0.47280  0.101
H: 4.84370 -0.12630 -1.49070  0.092
H: 7.10320 0.19160 -0.63280  0.116
H: 7.49350 0.61270 1.76680  0.117
H: 5.57330 0.70010 3.32460  0.114
H: 3.28160 0.34310 2.46840  0.076
H: 3.50870 -1.71290 -2.09780  0.106
H: 3.49010 -1.74190 -4.54160  0.115
H: 2.07060 -0.16750 -5.79670  0.114
H: 0.61490 1.41550 -4.57660  0.116
H: 0.71200 1.52160 -2.12020  0.034
H: -0.73840 4.53880 1.69250  0.105
H: -0.76220 6.88910 0.98760  0.116
H: 0.08350 7.53120 -1.23450  0.115
H: 1.03210 5.80880 -2.73270  0.113
H: 1.11210 3.47640 -2.02660  0.084
H: 1.63290 3.05750 2.79800  0.115
H: 0.79990 3.37570 5.11170  0.117
H: -1.48900 2.66280 5.69930  0.116
H: -2.94330 1.61120 4.01630  0.123
H: -2.12030 1.31930 1.69340  0.100
O: -2.41800 -0.08990 -0.89710  -0.144
C: -3.25090 -1.03490 -0.77140  -0.365
C: -4.63110 -0.71320 -0.96520  -0.010
C: -5.62330 -1.63230 -0.80040  -0.074
C: -5.30800 -2.95320 -0.46050  -0.087
C: -3.99240 -3.31950 -0.28450  -0.043
C: -2.94220 -2.40390 -0.42210  -0.092
C: -1.59620 -2.85380 -0.22070  -0.264
N: -0.46540 -2.24010 -0.57560  -0.021
C: 0.56420 -3.04000 -0.20430  -0.147
C: 0.07050 -4.16620 0.38560  -0.057
N: -1.28100 -4.04290 0.35180  0.143
H: -4.84810 0.31040 -1.22580  0.114
H: -6.65260 -1.34290 -0.94090  0.110
H: -6.09470 -3.68010 -0.33840  0.102
H: -3.77490 -4.35580 -0.06900  0.104
H: 1.57920 -2.75760 -0.40080  0.085
H: 0.56500 -5.01530 0.80610  0.119
H: -1.93890 -4.70130 0.73310  0.161
F: 3.71020 0.77700 6.00350  0.079
C: 2.39990 0.49960 6.04070  -0.180
C: 1.87930 -0.37680 5.15750  0.033
N: 0.55490 -0.68240 5.13480  0.012
C: 0.02050 -1.52020 4.10180  -0.020
C: 0.20250 -0.90300 2.66530  -0.653
O: -0.81060 -1.01470 1.95780  -0.073
O: 1.28990 -0.41240 2.36450  -0.101
C: -0.32880 -0.13970 6.06950  -0.489
O: -1.50480 -0.40010 6.07850  0.092
N: 0.25630 0.70230 6.97980  0.216
C: 1.57640 1.15780 7.05100  -0.416
O: 1.91410 1.98090 7.85960  0.115
H: 2.49860 -0.87160 4.42580  0.139
H: -1.04910 -1.63750 4.29240  0.129
H: 0.52060 -2.49350 4.08430  0.139
H: -0.37760 1.08290 7.67590  0.176

Cartesian forces (eV/Å) of the 2 atoms listed first:
-0.707 -0.623 -1.135
0.109 0.008 0.344

Results
E_LUMO (alpha / beta) in eV: -5.58 / -5.58
HOMO level (alpha / beta) in eV: -9.9 / -9.9
Spin multiplicity: 1
Gap between HOMO and LUMO (alpha / beta) in eV: 4.34 / 4.34
ΔE to the lowest compared entry with this formula, charge and spin in eV: 2.029
Total charge: +1